# 1
Molecular formula: C18H25N3O4
Method: DFT, ωB97M-V with the def2-TZVPD basis set

```
! RIJCOSX wB97M-V def2-TZVPD def2/J DEFGRID3
* xyz 0 1
C -5.6727 -1.5094 -1.0986
C -5.1098 -0.1341 -1.4287
H -5.6255 0.6326 -0.8411
H -5.2059 0.0862 -2.4944
O -3.7115 -0.0587 -1.1656
C -3.3704 0.1516 0.1309
O -4.1752 0.3421 1.0144
N -2.0351 0.0928 0.3226
C -1.0486 0.0321 -0.7304
H -1.5387 -0.1997 -1.6740
C -0.3083 1.3680 -0.8168
N 0.2965 1.6684 0.4651
C 1.2267 2.7798 0.4206
H 1.0689 3.4025 -0.4701
H 1.0988 3.4091 1.3041
C 2.6955 2.3012 0.4325
C 2.9349 1.2066 -0.5589
C 3.4231 1.3476 -1.8274
N 3.4721 0.1321 -2.4503
C 3.0224 -0.8262 -1.5850
C 2.8831 -2.2005 -1.7422
C 2.4030 -2.9197 -0.6753
C 2.0582 -2.2977 0.5412
C 2.1834 -0.9323 0.7011
C 2.6718 -0.1865 -0.3756
H 1.9098 -0.4223 1.6090
O 1.6074 -3.1593 1.5061
C 1.3176 -2.6402 2.7787
H 0.4779 -1.9373 2.7490
H 1.0431 -3.4970 3.3923
H 2.1875 -2.1418 3.2187
H 2.2784 -3.9888 -0.7388
H 3.1467 -2.6884 -2.6686
H 3.8028 -0.0327 -3.3852
H 3.7377 2.2394 -2.3354
O 3.0005 1.9109 1.7580
H 3.7624 1.3225 1.7335
H 3.3257 3.1683 0.1593
C -0.7181 1.7788 1.4942
C -1.4740 0.4541 1.6040
H -2.2882 0.5297 2.3255
H -0.7792 -0.3346 1.9072
H -0.2282 1.9928 2.4455
H -1.4418 2.5861 1.2761
H 0.4773 1.2957 -1.5698
H -1.0218 2.1573 -1.1233
H -0.3283 -0.7559 -0.4861
H -6.7232 -1.5493 -1.3722
H -5.5774 -1.6966 -0.0321
H -5.1313 -2.2792 -1.6436
*
```

Summary:
Orbital gap   0.3129 Ha
SMILES   CCOC(=O)N1CCN(C[C@@H](O)c2c[nH]c3ccc(OC)cc23)CC1
E_HOMO   -0.288 hartree
ΔE to the lowest compared entry with this formula, charge and spin   44.5 kcal per mole

Partial charges, Mulliken, in e: C -1.123; C -0.292; H 0.327; H 0.324; O -0.382; C 0.741; O -0.664; N 0.098; C -0.749; H 0.458; C -0.929; N 0.818; C -1.542; H 0.398; H 0.505; C 0.066; C 0.109; C -0.913; N 0.033; C -1.560; C -0.993; C -0.752; C 0.486; C 0.829; C 0.993; H 0.591; O -0.495; C -0.689; H 0.136; H 0.284; H 0.289; H 0.468; H 0.392; H 0.166; H 0.456; O -0.633; H 0.418; H 0.494; C -0.912; C -0.064; H 0.528; H -0.564; H 0.543; H 0.306; H 0.492; H 0.434; H 0.082; H 0.386; H 0.312; H 0.292

# 2
Molecular formula: C4H7ClN2
Method: DFT, ωB97M-V with the def2-TZVPD basis set

```
! RIJCOSX wB97M-V def2-TZVPD def2/J DEFGRID3
* xyz 0 1
C 0.6062 1.4588 0.8836
C 0.8028 1.3018 -0.6114
C -0.8679 -0.0791 0.2739
C -0.9363 -1.5322 0.8615
N -0.2998 0.7588 1.4208
N 0.1231 0.0100 -0.7247
Cl -2.3989 0.7173 -0.4422
H 0.9707 2.3341 1.4217
H 0.3031 2.0874 -1.2371
H 1.9306 1.3718 -0.9073
H -0.1223 -2.0600 0.3399
H -1.8947 -1.9959 0.6590
H -0.9058 -1.2821 1.9185
H -0.2508 -0.2047 -1.6200
*
```

Summary:
Orbital gap   0.3781 Ha
SMILES   C[C@@]1(Cl)N=CCN1
E_HOMO   -0.348 hartree
ΔE to the lowest compared entry with this formula, charge and spin   39.0 kcal per mole

Partial charges, Mulliken, in e: C -0.170; C -0.353; C 0.863; C -1.138; N -0.543; N -0.461; Cl -0.243; H 0.361; H 0.239; H 0.256; H 0.325; H 0.279; H 0.346; H 0.240

# 3
Molecular formula: C2H3NO2S
Method: DFT, ωB97M-V with the def2-TZVPD basis set

```
! RIJCOSX wB97M-V def2-TZVPD def2/J DEFGRID3
* xyz 0 1
C 1.4420 -0.2405 0.1054
C -1.4131 0.7369 0.0341
N 0.1178 -0.9308 0.0248
O 2.3330 -1.0262 0.1308
O -1.0181 -0.3133 -0.5699
S 1.4392 1.4173 -0.0764
H -1.9524 1.4203 -0.5782
H -1.0315 0.9083 1.2059
H 0.0830 -1.9719 -0.2763
*
```

Summary:
Orbital gap   0.2622 Ha
E_HOMO   -0.320 hartree
ΔE to the lowest compared entry with this formula, charge and spin   117.0 kcal per mole

Partial charges, Mulliken, in e: C 0.493; C -0.181; N -0.281; O -0.519; O -0.103; S -0.358; H 0.306; H 0.349; H 0.294

# 4
Molecular formula: C5H10N2O
Method: DFT, ωB97M-V with the def2-TZVPD basis set

```
! RIJCOSX wB97M-V def2-TZVPD def2/J DEFGRID3
* xyz 0 1
N -2.9275 0.5062 3.4190
C -2.6105 -0.7944 3.3399
C -1.7968 1.1758 2.7597
C -0.8924 0.2250 2.3535
N -1.3608 -1.0023 2.8614
C 0.0000 0.0000 0.0000
C 0.3460 0.4236 1.4293
H -3.2239 -1.6590 3.5935
H -1.7625 2.2628 2.6865
H -0.9758 -1.9351 2.6934
H -0.4705 -0.9943 0.0808
H 0.9066 -0.0893 -0.6219
H -0.7053 0.6832 -0.5023
H 1.2126 -0.1614 1.7927
H 0.6090 1.4963 1.5038
O 3.3670 1.0345 3.5522
H 2.8447 1.3216 4.3352
H 3.9184 0.2891 3.8817
*
```

Summary:
Orbital gap   0.3404 Ha
SMILES   CCc1cnc[nH]1.O
E_HOMO   -0.316 hartree
ΔE to the lowest compared entry with this formula, charge and spin   19.3 kcal per mole

Partial charges, Mulliken, in e: N -0.623; C -0.154; C -0.343; C 0.167; N -0.045; C -1.001; C -0.399; H 0.355; H 0.381; H 0.251; H 0.282; H 0.328; H 0.300; H 0.261; H 0.243; O -0.644; H 0.324; H 0.317